Record 1
This record from OMol25 describes a molecular structure, C26H40Cl3N4O3PmSi at a distorted geometry. The level of theory is the ωB97M-V functional and the def2-TZVPD basis.

Summary:
* highest occupied orbital energy (spin up / spin down): -6.9134 / -6.9140 eV
* ΔE to the lowest compared entry with this formula, charge and spin: 112.2 kcal per mole
* ⟨S²⟩: 6.005
* spin multiplicity: 5

Geometry (Å):
C 0.463 -5.336 -0.966
C 1.285 -4.085 -0.781
H 1.134 -6.207 -1.111
H -0.202 -5.285 -1.863
H -0.169 -5.568 -0.081
C 2.444 -3.887 -1.447
C 3.010 -4.782 -2.495
H 3.089 -3.063 -1.166
H 2.434 -4.783 -3.424
H 3.105 -5.812 -2.133
H 4.024 -4.426 -2.706
Pm -1.510 2.340 -0.322
Cl -1.469 0.909 2.056
Cl -2.945 3.460 -2.089
H -4.306 6.526 2.950
H -4.374 5.066 4.941
C -4.009 5.722 2.276
C -4.360 4.211 4.269
N -3.625 4.544 3.038
H -3.141 6.005 1.667
C -2.778 3.727 2.434
O -2.329 3.972 1.282
H -3.840 3.375 4.750
H -2.485 2.815 2.963
H -4.825 5.472 1.576
H -5.389 3.897 4.054
H -0.073 -1.411 -2.566
H 2.853 -1.104 -3.495
C 0.002 -0.681 -3.391
C 2.393 -0.206 -3.946
N 1.171 0.195 -3.233
H -0.900 -0.068 -3.414
C 1.158 1.270 -2.436
O 0.136 1.727 -1.878
H 3.117 0.622 -3.903
H 2.158 1.740 -2.305
H 0.132 -1.226 -4.332
H 2.129 -0.430 -4.988
O -0.595 -2.626 -0.241
C 0.700 -3.036 0.167
C 2.038 -1.049 -0.591
C 1.615 -1.859 0.447
H 1.532 -1.179 -1.543
C 3.147 -0.189 -0.423
H 0.530 -3.547 1.125
C 2.140 -1.715 1.720
H 3.568 0.365 -1.264
C 3.702 -0.077 0.862
C 3.197 -0.829 1.914
H 1.736 -2.326 2.525
H 4.543 0.611 1.036
H 3.635 -0.728 2.912
Si -2.740 -2.406 0.146
Cl -2.186 0.009 -0.911
C -4.350 -2.132 -0.922
C -3.155 -1.988 1.957
C -2.252 -4.130 -0.397
H -4.787 -1.113 -0.913
H -5.153 -2.838 -0.618
H -4.036 -2.383 -1.954
H -2.457 -4.267 -1.480
H -2.605 -4.974 0.231
H -1.113 -3.984 -0.329
H -2.318 -2.073 2.675
H -3.950 -2.719 2.225
H -3.573 -0.969 2.077
N 3.908 6.363 -0.948
C 3.400 5.503 -0.331
C 2.772 4.430 0.422
C 3.367 3.920 1.584
C 2.738 2.875 2.251
C 1.519 2.408 1.752
N 0.905 2.923 0.665
C 1.554 3.888 -0.012
H 4.304 4.346 1.938
H 3.170 2.414 3.146
H 0.981 1.599 2.240
H 1.061 4.246 -0.924

Record 2
This record from OMol25 describes a molecular structure, C32H64CoK2O28P at a distorted geometry. The level of theory is the ωB97M-V functional and the def2-TZVPD basis.

Summary:
* highest occupied orbital energy (spin up / spin down): -10.8304 / -10.7727 eV
* ⟨S²⟩: 3.756
* spin multiplicity: 4
* net charge: +1

Geometry (Å):
Co -2.019 0.135 -1.654
K 1.973 1.398 -3.754
K 0.934 3.535 -0.908
P 0.216 0.495 -1.136
O 1.695 0.750 -1.017
O -0.513 -0.834 -0.771
O -0.288 0.444 -2.687
O -0.844 1.577 -0.721
C 2.406 -1.745 6.383
C 1.157 -0.991 5.974
O 1.532 -0.056 4.942
C 0.582 0.733 4.476
O -0.545 0.791 4.864
O 1.086 1.453 3.490
C 0.193 2.003 2.553
H 2.113 -2.429 7.181
H 3.169 -1.056 6.734
H 2.754 -2.354 5.551
H 0.641 -0.515 6.807
H 0.430 -1.672 5.520
H 0.728 2.824 2.077
H -0.728 2.389 2.989
H -0.033 1.246 1.804
C -7.356 1.800 -4.125
C -6.037 1.400 -3.490
O -5.168 2.543 -3.451
C -3.929 2.321 -3.090
O -3.477 1.260 -2.731
O -3.268 3.464 -3.219
C -1.931 3.480 -2.775
H -7.209 2.153 -5.146
H -7.854 2.603 -3.586
H -7.959 0.893 -4.111
H -5.637 0.543 -4.028
H -6.229 1.152 -2.451
H -1.484 4.371 -3.221
H -1.363 2.617 -3.133
H -1.824 3.541 -1.693
C -6.497 -1.868 -0.814
C -6.356 -0.918 0.362
O -5.196 -1.204 1.130
C -3.994 -0.763 0.803
O -3.592 -0.556 -0.324
O -3.329 -0.651 1.903
C -1.900 -0.608 1.893
H -7.217 -1.526 -1.552
H -6.627 -2.907 -0.528
H -5.576 -1.769 -1.404
H -7.235 -0.986 0.993
H -6.264 0.111 0.003
H -1.530 -0.302 0.918
H -1.533 -1.599 2.156
H -1.616 0.085 2.681
C 10.633 1.546 -0.006
C 9.381 2.370 -0.080
O 8.232 1.526 -0.144
C 7.069 2.062 -0.457
O 6.877 3.233 -0.696
O 6.156 1.092 -0.531
C 4.791 1.499 -0.564
H 10.766 0.741 -0.720
H 10.845 1.193 1.005
H 11.444 2.271 -0.154
H 9.425 3.070 -0.917
H 9.287 3.006 0.804
H 4.381 1.412 0.441
H 4.264 0.861 -1.270
H 4.682 2.529 -0.920
C 1.146 -2.448 -4.227
C 1.430 -2.826 -2.766
O 2.339 -3.900 -2.644
C 3.625 -3.582 -2.634
O 4.068 -2.483 -2.828
O 4.289 -4.678 -2.383
C 5.706 -4.603 -2.399
H 0.893 -1.390 -4.218
H 0.316 -3.016 -4.640
H 2.058 -2.584 -4.809
H 0.481 -3.055 -2.285
H 1.784 -1.937 -2.238
H 6.073 -5.400 -1.752
H 6.070 -3.663 -1.989
H 6.128 -4.807 -3.383
C -2.099 -4.086 -0.970
C -3.378 -3.799 -1.714
O -3.159 -3.666 -3.129
C -2.744 -2.508 -3.604
O -2.662 -1.497 -2.949
O -2.431 -2.633 -4.878
C -2.209 -1.387 -5.551
H -1.622 -4.957 -1.420
H -2.372 -4.369 0.049
H -1.434 -3.225 -0.968
H -3.862 -2.891 -1.341
H -4.148 -4.559 -1.607
H -1.273 -0.979 -5.180
H -3.003 -0.660 -5.364
H -2.255 -1.620 -6.608
C -3.432 4.903 0.776
C -3.684 3.435 0.466
O -3.516 2.751 1.734
C -4.616 2.598 2.482
O -5.738 2.877 2.149
O -4.265 2.048 3.629
C -5.296 1.698 4.539
H -4.250 5.401 1.291
H -3.231 5.515 -0.108
H -2.543 4.882 1.409
H -2.915 2.973 -0.147
H -4.661 3.214 0.041
H -4.832 1.225 5.400
H -5.983 0.996 4.069
H -5.820 2.572 4.928
C 1.920 -1.778 1.791
C 3.141 -0.910 1.790
O 3.945 -1.179 2.925
C 4.746 -0.210 3.319
O 5.053 0.755 2.672
O 5.197 -0.518 4.521
C 6.323 0.255 4.967
H 1.274 -1.570 2.661
H 2.089 -2.854 1.861
H 1.227 -1.568 0.971
H 2.872 0.148 1.731
H 3.732 -1.040 0.875
H 6.045 1.307 5.063
H 7.115 0.150 4.224
H 6.663 -0.074 5.942

Record 3
This record from OMol25 describes 2 unconnected molecules or ions with the total composition C3H7NO at a distorted geometry. The level of theory is the ωB97M-V functional and the def2-TZVPD basis.

Summary:
* highest occupied orbital energy: -9.6467 eV
* ΔE to the lowest compared entry with this formula, charge and spin: 93.3 kcal per mole
* spin multiplicity: 1

Geometry (Å):
C 3.312 -1.364 4.541
N 2.714 -1.626 3.428
H 4.421 -1.652 4.722
H 2.951 -0.920 5.465
H 1.801 -1.015 3.303
C -1.557 0.985 -3.757
C -2.145 0.912 -2.576
O -3.302 1.514 -2.280
H -0.502 0.460 -3.910
H -1.693 1.330 -4.780
H -1.833 0.376 -1.620
H -4.166 1.000 -2.536

Record 4
This record from OMol25 describes a single C4H3N3 molecule at a distorted geometry. The level of theory is the ωB97M-V functional and the def2-TZVPD basis.

Summary:
* highest occupied orbital energy: -11.5410 eV
* ΔE to the lowest compared entry with this formula, charge and spin: 62.9 kcal per mole
* spin multiplicity: 1

Geometry (Å):
C 0.233 1.229 -0.540
C -0.174 0.815 0.731
C -0.221 -0.619 0.977
C 0.315 -1.450 -0.121
H 0.137 1.376 1.558
H -1.877 0.376 1.557
H -0.202 -0.699 2.102
N 0.668 1.794 -1.399
N -1.503 0.146 0.641
N 0.982 -2.069 -0.886

Record 5
This record from OMol25 describes a molecular structure, C24H32N4OOs at a distorted geometry. The level of theory is the ωB97M-V functional and the def2-TZVPD basis.

Summary:
* highest occupied orbital energy (spin up / spin down): -13.2589 / -14.1724 eV
* ΔE to the lowest compared entry with this formula, charge and spin: 35.9 kcal per mole
* ⟨S²⟩: 6.060
* spin multiplicity: 5
* net charge: +2

Geometry (Å):
Os 7.174 8.587 11.336
C 9.177 11.369 10.344
C 9.699 10.050 9.629
C 8.735 9.279 8.730
N 7.771 8.391 9.385
C 7.307 7.272 8.761
C 7.117 7.217 7.371
C 6.580 6.199 6.549
C 6.114 4.943 6.899
C 6.045 4.461 8.217
C 6.370 5.015 9.438
C 6.973 6.203 9.700
N 7.290 6.603 10.980
C 7.421 5.605 12.042
C 8.163 6.235 13.224
C 7.269 7.176 14.009
N 6.982 8.442 13.267
C 6.620 9.573 13.968
C 6.308 9.609 15.316
C 5.782 10.615 16.089
C 5.703 11.945 15.743
C 6.288 12.600 14.661
C 6.794 12.052 13.456
C 6.690 10.718 13.092
N 6.750 10.354 11.795
C 6.564 11.344 10.740
C 7.801 11.926 10.018
H 9.913 12.127 10.072
H 9.343 11.234 11.406
H 10.052 9.416 10.438
H 10.581 10.315 9.024
H 9.371 8.598 8.098
H 8.140 9.910 8.101
H 7.470 8.106 6.848
H 6.436 6.474 5.504
H 5.666 4.290 6.131
H 5.641 3.444 8.307
H 6.049 4.458 10.372
H 8.013 4.737 11.686
H 6.390 5.285 12.345
H 9.072 6.787 12.878
H 8.456 5.434 13.907
H 7.835 7.445 14.945
H 6.335 6.664 14.256
H 6.368 8.616 15.821
H 5.481 10.310 17.100
H 5.209 12.599 16.415
H 6.273 13.669 14.645
H 7.204 12.696 12.678
H 5.948 12.160 11.059
H 5.935 10.808 10.026
H 7.797 12.994 10.235
H 7.542 11.949 8.930
C 11.511 8.833 14.140
C 12.245 7.962 13.174
O 11.361 7.629 12.032
H 12.248 9.247 14.850
H 10.784 8.250 14.722
H 10.912 9.643 13.658
H 12.603 7.032 13.636
H 13.140 8.522 12.875
H 11.918 7.288 11.354